Entry 1:
This record from the OMol25 dataset describes a molecular structure, C35H24Br2MoN9O7S. The level of theory is the ωB97M-V functional and the def2-TZVPD basis.

XYZ file:
```
79
Properties=species:S:1:pos:R:3:forces:R:3:lowdin_charge:R:1
Mo 0.148 0.563 -2.047 0.21 0.05 -0.08 1.411
C -2.225 -2.569 -4.070 0.00 0.00 -0.01 -0.046
C -1.804 -2.539 -5.393 0.00 0.00 0.02 -0.056
C -0.713 -1.771 -5.724 0.00 -0.01 -0.04 -0.008
C -0.049 -1.031 -4.742 0.05 0.05 0.02 -0.295
N -0.504 -1.015 -3.470 0.02 -0.01 -0.03 0.008
C -1.554 -1.795 -3.151 0.01 -0.01 0.00 -0.091
N 1.124 -0.408 -5.167 -0.12 -0.05 -0.07 0.179
C 2.036 -0.097 -4.319 0.11 0.01 0.08 -0.316
N 1.909 -0.062 -2.957 0.00 0.03 0.00 -0.055
C 3.169 -0.031 -2.377 -0.04 0.00 -0.05 -0.313
N 3.475 -0.236 -1.160 0.03 -0.02 0.09 0.173
C 2.520 -0.710 -0.257 -0.04 0.05 -0.05 -0.343
C 3.032 -1.272 0.910 0.07 0.00 -0.02 0.002
C 2.190 -1.859 1.828 -0.01 -0.02 0.04 -0.033
C 0.832 -1.887 1.551 -0.02 0.04 -0.04 -0.049
C 0.380 -1.281 0.398 0.08 -0.03 0.00 -0.116
N 1.191 -0.679 -0.492 -0.07 -0.07 0.03 -0.030
C 4.148 0.221 -3.462 -0.04 -0.01 0.04 -0.099
C 5.513 0.422 -3.428 0.05 0.00 0.02 0.001
C 6.163 0.604 -4.644 -0.02 0.00 0.00 -0.069
C 5.464 0.557 -5.850 -0.02 0.00 0.02 -0.072
C 4.092 0.326 -5.875 0.02 0.00 -0.03 -0.011
C 3.452 0.176 -4.661 -0.05 -0.02 0.00 -0.115
H -3.072 -3.158 -3.749 0.00 0.00 0.00 0.111
H -2.318 -3.116 -6.151 0.00 0.00 0.00 0.109
H -0.318 -1.727 -6.728 0.00 0.00 0.00 0.112
H -1.886 -1.759 -2.123 0.00 0.01 0.00 0.088
H 4.102 -1.230 1.052 -0.01 0.00 0.00 0.116
H 2.580 -2.283 2.744 0.00 0.00 0.00 0.120
H 0.117 -2.323 2.234 0.00 0.00 0.01 0.115
H -0.677 -1.240 0.190 -0.03 0.02 -0.01 0.088
H 6.045 0.440 -2.486 0.00 0.00 -0.01 0.119
H 7.231 0.781 -4.659 0.00 0.00 0.00 0.103
H 6.001 0.698 -6.779 0.00 0.00 0.00 0.102
H 3.540 0.270 -6.804 0.00 0.00 0.00 0.116
O 1.523 -0.583 10.068 -0.01 0.00 -0.01 -0.368
S 1.692 -0.855 8.656 0.00 -0.02 0.02 0.383
O 2.219 0.247 7.878 0.00 0.01 -0.01 -0.374
O 2.265 -2.155 8.341 0.01 -0.01 0.00 -0.371
C -0.006 -1.079 8.027 -0.05 0.00 0.00 -0.340
N -0.890 -1.691 8.820 0.02 0.02 -0.05 0.120
C -2.087 -1.911 8.298 0.03 0.00 0.03 -0.129
C -2.429 -1.551 7.005 -0.08 0.01 0.00 -0.011
C -1.441 -0.922 6.263 0.03 0.00 -0.04 -0.225
N -0.241 -0.683 6.781 0.03 -0.04 0.01 0.159
C -1.625 -0.499 4.844 0.01 0.01 0.06 -0.142
C -0.662 0.303 4.240 0.02 0.04 0.01 0.006
C -0.807 0.630 2.903 0.01 -0.04 -0.04 -0.130
N -1.816 0.202 2.142 -0.11 0.12 0.01 0.074
C -2.751 -0.538 2.734 0.09 -0.05 -0.04 -0.133
C -2.705 -0.905 4.069 -0.01 -0.08 -0.04 -0.014
H -2.811 -2.402 8.942 0.00 0.00 0.00 0.104
H -3.418 -1.751 6.619 0.00 0.02 -0.01 0.094
H 0.189 0.637 4.819 0.00 -0.01 -0.01 0.119
H -0.059 1.238 2.402 -0.02 0.02 0.00 0.102
H -3.555 -0.885 2.092 -0.03 0.03 0.02 0.101
H -3.490 -1.531 4.471 0.01 -0.01 0.01 0.100
Br -7.176 2.514 1.216 0.00 0.00 0.00 0.725
C -5.396 2.547 0.575 -0.01 0.03 0.01 -0.665
C -4.713 3.753 0.506 0.01 -0.01 -0.01 -0.187
N -3.464 3.842 0.064 0.00 -0.03 0.00 0.087
C -2.854 2.721 -0.317 0.02 0.06 0.02 -0.066
C -3.465 1.475 -0.277 -0.04 0.00 -0.04 -0.115
C -4.772 1.384 0.177 0.01 -0.04 -0.02 -0.053
C -2.763 0.224 -0.697 0.09 0.04 0.16 -0.554
O -3.303 -0.864 -0.652 -0.01 -0.02 -0.05 0.065
O -1.527 0.397 -1.088 -0.07 0.04 0.04 -0.288
H -5.194 4.673 0.817 0.00 0.00 0.00 0.101
H -1.831 2.821 -0.657 -0.01 -0.01 0.00 0.080
H -5.266 0.423 0.211 0.00 0.00 0.01 0.118
C 1.923 3.153 -4.170 0.01 -0.04 0.00 -0.044
O 0.518 2.858 -4.282 -0.02 0.05 0.05 -0.020
C 0.024 1.944 -3.498 0.05 -0.13 0.03 -0.634
O -1.185 1.725 -3.401 -0.11 0.02 -0.02 -0.029
H 2.356 3.046 -5.163 0.01 -0.01 0.02 0.096
H 2.403 2.485 -3.460 -0.03 0.05 -0.01 0.046
H 2.015 4.177 -3.818 -0.01 0.01 -0.02 0.098
Br 1.245 2.411 -0.682 -0.06 -0.06 -0.05 0.156
```
Forces are in eV/Å.

Orbital gap: 5.77 eV
HOMO level: -5.3 eV
Spin multiplicity: 1
Lowest unoccupied orbital energy: 0.4200 eV
Energy above the lowest of the compared OMol25 structures with the same formula, charge and spin: 3.9 kcal per mole
Charge: -1

Entry 2:
This record from the OMol25 dataset describes 3 unconnected molecules or ions with the total composition C35H24BrF3N2O5P. The level of theory is the ωB97M-V functional and the def2-TZVPD basis.

XYZ file:
```
71
Properties=species:S:1:pos:R:3:forces:R:3:lowdin_charge:R:1
O 2.219 1.673 -1.534 -1.62 -0.12 -3.84 -0.352
P 1.018 2.660 -2.228 0.45 1.93 2.43 0.671
Br 1.957 3.984 -3.838 -0.30 -1.37 0.48 0.301
N -0.178 1.626 -3.146 2.84 -3.93 -0.33 -0.340
C 0.203 0.267 -3.272 -4.58 -1.23 -3.09 0.030
C -0.788 -0.651 -4.104 -0.93 3.94 1.04 -0.081
C -0.523 -2.194 -4.404 0.88 1.41 -0.92 -0.109
C 0.130 -2.237 -5.900 -0.12 0.10 0.45 -0.050
C 1.505 -1.423 -5.985 0.86 -1.09 -1.61 -0.397
F 1.339 -0.038 -6.227 0.57 -2.93 1.18 0.069
F 2.321 -1.687 -4.838 -1.85 1.30 -2.31 0.052
F 2.255 -1.919 -7.096 -1.67 1.32 2.62 0.063
C -2.011 0.153 -4.626 2.13 0.51 1.60 0.087
C -2.194 1.646 -4.302 2.44 -2.38 0.59 0.011
N -1.222 2.318 -3.547 -2.31 -2.06 -2.04 0.045
H 2.684 1.244 -2.304 0.21 0.24 1.21 0.079
H 1.140 -0.223 -2.850 -1.33 1.36 -0.40 0.139
H -1.495 -2.784 -4.398 1.34 0.81 0.14 0.139
H 0.284 -2.624 -3.713 -1.55 0.69 -0.70 0.135
H -0.624 -1.844 -6.672 1.39 -0.47 1.08 0.145
H 0.367 -3.324 -6.134 -0.18 1.48 0.21 0.144
H -2.815 -0.367 -5.249 1.29 0.77 1.01 0.133
H -3.095 2.236 -4.691 1.63 -0.90 0.84 0.145
C 4.949 3.403 7.386 -0.04 0.05 -0.19 -0.049
C 4.506 2.106 7.137 -0.03 0.05 -0.20 -0.051
C 4.078 1.748 5.864 0.05 -0.03 0.24 0.004
C 4.081 2.692 4.836 0.06 0.02 0.30 -0.087
C 4.502 3.998 5.092 0.04 -0.17 0.29 -0.084
C 4.947 4.348 6.367 0.01 -0.09 0.19 0.008
C 4.463 5.022 4.023 0.35 0.89 0.37 -0.277
O 4.834 6.161 4.243 -0.13 -0.31 -0.14 0.113
C 3.959 4.642 2.683 -0.17 -0.02 -0.47 -0.076
C 3.862 5.609 1.682 -0.07 0.02 -0.26 0.012
C 3.402 5.258 0.418 0.05 -0.03 0.19 -0.045
C 3.046 3.938 0.146 0.07 0.13 0.30 -0.088
C 3.135 2.974 1.143 -0.09 0.11 -0.29 0.000
C 3.583 3.326 2.416 -0.04 0.22 -0.33 -0.078
C 3.641 2.297 3.480 -0.21 -0.95 0.00 -0.279
O 3.324 1.143 3.242 0.03 0.31 -0.03 0.095
H 5.292 3.678 8.378 -0.03 -0.02 -0.11 0.111
H 4.497 1.372 7.936 0.01 0.07 -0.09 0.110
H 3.739 0.735 5.675 0.04 0.17 -0.13 0.121
H 5.289 5.358 6.568 -0.09 -0.09 -0.18 0.124
H 4.141 6.638 1.886 0.02 -0.19 0.13 0.125
H 3.322 6.013 -0.358 0.02 -0.06 0.09 0.110
H 2.693 3.662 -0.843 0.37 0.37 0.47 -0.003
H 2.852 1.949 0.927 0.08 0.09 0.22 0.105
C -6.707 -6.118 1.222 0.14 0.13 -0.02 -0.044
C -7.002 -5.845 -0.112 0.16 0.12 -0.01 -0.048
C -6.234 -4.929 -0.822 -0.17 -0.16 0.03 0.004
C -5.174 -4.273 -0.196 -0.20 -0.16 0.08 -0.089
C -4.894 -4.529 1.148 -0.24 -0.19 -0.08 -0.083
C -5.656 -5.462 1.852 -0.16 -0.11 -0.03 0.011
C -3.803 -3.804 1.839 0.00 -0.38 1.01 -0.276
O -3.555 -4.028 3.010 0.01 0.15 -0.37 0.119
C -3.024 -2.795 1.086 0.34 0.41 -0.18 -0.072
C -2.029 -2.060 1.737 0.18 0.21 -0.11 0.020
C -1.285 -1.121 1.030 -0.09 -0.15 0.12 -0.043
C -1.528 -0.921 -0.326 0.01 -0.06 0.12 -0.073
C -2.515 -1.641 -0.971 0.08 0.08 -0.13 -0.015
C -3.274 -2.575 -0.268 0.24 0.16 0.13 -0.080
C -4.351 -3.314 -0.964 -0.38 -0.04 -0.85 -0.279
O -4.559 -3.129 -2.153 0.19 0.05 0.23 0.085
H -7.302 -6.840 1.772 0.07 0.08 -0.05 0.113
H -7.831 -6.348 -0.600 0.10 0.05 0.04 0.112
H -6.465 -4.725 -1.863 0.16 0.06 0.13 0.121
H -5.435 -5.675 2.893 0.08 0.15 -0.14 0.125
H -1.836 -2.216 2.793 -0.14 -0.11 -0.15 0.128
H -0.515 -0.547 1.537 -0.08 -0.08 -0.02 0.113
H -0.945 -0.193 -0.883 -0.03 0.00 0.11 0.074
H -2.696 -1.470 -2.028 -0.19 -0.16 0.13 0.096
```
Forces are in eV/Å.

Orbital gap: 5.90 eV
HOMO level: -11.3 eV
Spin multiplicity: 1
Lowest unoccupied orbital energy: -5.3619 eV
Charge: +1

no.,E_tot (hartree),largest force on an atom (eV/A)
1,-7982.298270,0.23
2,-5048.528494,5.66